[1]
The following is a quantum chemistry calculation of a structure of composition C47H74N12P2SV, from the OMol25 dataset.

## Properties
energy = -122909.355 eV
gap between HOMO and LUMO (alpha / beta) = 7.65 / 7.07 eV
net charge = +2
F_max = 1.68 eV Å⁻¹
highest occupied orbital energy (alpha / beta) = -11.686 / -11.158 eV
spin multiplicity = 2

Each line ends with the Löwdin spin population.
Cartesian coordinates (Å):
H 0.17009 -3.75618 -0.05951  0.000
C -2.24311 2.71512 1.61659  0.000
C -0.05801 -0.82388 -3.75111  0.001
C -2.43301 3.67322 -0.49751  0.001
C 0.10699 -0.67068 -2.38561  0.001
H 2.25919 -1.59488 2.68939  0.000
H -3.53201 -4.08568 0.28269  0.000
H 2.90059 1.59272 1.81649  0.000
C 4.39609 -5.95258 1.44729  0.000
H 2.17819 0.45452 -3.69991  0.000
C -4.90661 -1.69668 0.27619  0.001
C 0.35739 6.88132 0.63229  0.000
H -0.15081 0.26962 -1.87871  0.001
H -4.71651 2.83922 0.43929  0.000
H -2.25071 0.90462 -3.19401  0.000
H -5.22321 -2.32578 1.10849  0.000
C -3.40461 -1.48518 -2.90491  0.000
S 0.84139 5.30042 0.51499  0.000
H 0.81499 -6.65598 2.57989  0.000
N -3.54461 -2.05458 -0.08091  0.002
N -1.86721 2.74082 0.21939  -0.001
H 1.29519 0.01502 2.46239  0.000
V -0.34831 0.81222 0.08979  0.917
C 4.97699 1.61452 -0.90821  0.001
C 4.32279 -1.77078 2.21979  0.000
H -3.05711 2.00482 1.78659  0.000
N 2.18149 1.67732 -2.02101  0.005
C -2.85021 4.59522 -2.72791  0.000
H -2.74341 4.06852 -3.67791  0.000
H 4.99459 -5.28458 3.39099  0.000
C -0.01111 -3.00348 0.71369  -0.002
H 1.04999 1.39252 3.55089  0.000
C 4.08359 3.40572 0.44129  0.001
C 2.36699 2.96852 -2.68441  0.001
H 1.63359 -3.62328 -1.71491  0.000
H 4.74109 4.02102 -0.17681  0.001
C 2.01019 -4.60988 1.93689  0.000
H -2.41181 -3.56888 -0.98421  0.000
H -2.44871 6.23642 -0.40351  0.000
H 3.40569 3.13612 -2.99661  0.000
H -3.69871 6.32262 0.84129  0.000
H -2.42141 -3.85678 2.40949  0.000
H 4.62329 -1.71698 3.25569  0.000
H 1.38279 -5.40638 0.03199  0.000
H -0.19481 4.40802 -2.64871  0.000
H 3.25309 -2.01228 -1.46251  0.000
H -2.35891 1.35342 -1.46841  0.000
H -1.30601 2.34232 3.52099  0.000
N 1.55979 1.64152 0.20119  0.003
P 0.48119 -3.70408 2.39409  0.000
H -5.53881 4.27972 -0.17051  0.000
H -4.02251 -5.71838 2.54719  0.000
N -2.06991 -0.27788 0.27859  0.002
H -4.17211 6.27692 -0.86121  0.000
C 2.81169 0.64462 -2.83211  0.001
H -0.47301 -0.90878 2.67859  0.000
H -4.92611 4.26072 1.48549  0.000
N -0.42911 1.08202 2.06439  0.001
C 3.37379 -5.98238 0.51249  0.000
C 0.68879 -1.68918 -1.63921  0.001
H 1.74669 2.97832 -3.57981  0.000
H -4.94511 -0.65358 0.58719  0.000
H 5.32479 -6.46268 1.24389  0.000
H -0.12551 3.15052 -1.38361  0.000
P 0.79879 -1.41508 0.15859  -0.002
H -3.01021 -2.49578 -2.87151  0.000
C 1.86169 1.87242 1.60079  0.002
C -1.14681 -7.48128 2.64069  0.000
H 3.17429 3.96932 0.62209  0.000
C 4.87479 -2.05288 -0.09181  0.000
H -3.83631 1.09152 -2.43731  0.000
C 1.14169 -2.84188 -2.27851  0.000
H 5.60079 -2.23698 -0.87131  0.000
N -3.46691 4.45712 -0.02081  0.001
H -3.15251 -1.07048 -3.87831  0.000
H -0.25671 8.54152 -0.41641  0.000
C -3.40621 -3.41318 -0.56991  0.000
H 0.03579 7.13612 -1.35431  0.000
H 0.71779 7.03212 2.62419  0.000
C -2.80401 0.76122 -2.26671  0.001
N 3.79989 2.17312 -0.27251  0.009
C 0.95849 1.04872 2.51239  0.003
C -4.72051 3.92492 0.46449  0.000
H -4.16021 -3.68218 -1.31731  0.000
H 0.26999 -2.08838 -5.44871  0.000
H 2.05899 3.77442 -2.02291  0.000
H 1.74149 2.94172 1.80429  0.000
H -1.54941 0.14152 3.59599  0.000
H 0.13739 8.48972 1.90759  0.000
H -0.49911 -0.03468 -4.34051  0.000
C -3.44571 5.89812 -0.13491  0.000
C 2.57109 -1.72468 0.55459  0.000
C 3.02779 -4.61548 2.88439  0.000
C -1.16851 -0.06818 2.58869  0.002
C 2.52809 1.80802 -0.64241  0.015
H -3.89181 4.53852 -2.42161  0.000
H -0.79451 2.77612 -2.99621  0.000
H 6.31929 -2.03538 1.48559  0.000
H 4.82089 0.56412 -1.14391  0.000
N -2.79661 -0.64098 -1.89331  0.008
H 3.49409 -6.54628 -0.40111  0.000
C -2.50711 -7.22778 2.61169  0.000
C 4.21679 -5.27818 2.64289  0.000
N -2.00191 3.95742 -1.74781  0.001
H 5.79229 1.67452 -0.18461  0.000
H 5.28579 2.16072 -1.80681  0.000
N 0.37229 7.51522 1.81279  0.000
C -2.77181 -0.97808 -0.57001  0.016
N -0.11591 7.54422 -0.44521  0.000
C -0.70671 3.54372 -2.22061  -0.001
C 2.18199 -5.32618 0.75689  0.000
H -2.58441 5.64432 -2.88651  0.000
C 3.53839 -1.92508 -0.42561  0.000
H -3.21041 -8.04218 2.67839  0.000
C -2.96171 -5.92148 2.53089  0.000
C -2.05991 -4.87708 2.44359  0.000
C -2.32961 -0.50398 1.68939  0.001
C -0.68961 -5.12678 2.41339  0.000
H -3.24251 0.03992 1.95469  0.000
H 4.59239 3.20942 1.38669  0.000
C -1.02791 2.35922 2.45719  0.001
C 5.27459 -1.95418 1.23029  0.000
C 2.98439 -1.67118 1.88699  0.000
H -0.29581 3.15512 2.29199  0.000
H 3.79979 0.94102 -3.20541  0.000
H -5.61161 -1.83648 -0.55181  0.000
C -0.24221 -6.43858 2.54729  0.000
H 1.38859 -3.85508 -4.13891  0.000
H -2.59491 3.70292 1.93919  0.000
H 2.87389 -4.09158 3.81749  0.000
C 0.38409 -1.97578 -4.38221  0.000
H -1.08721 -2.81018 0.75629  0.000
H 2.90349 -0.27048 -2.25921  0.000
H -2.54651 -1.55908 1.89049  0.000
H -0.78291 -8.49338 2.73619  0.000
H -4.49511 -1.51308 -2.82781  0.000
C 0.99949 -2.97678 -3.64761  0.002

Cartesian forces (eV/Å) of the 6 atoms listed first:
-0.1 0.1 0.1
0.2 0.1 0.3
-0.1 0.2 -0.2
0.0 0.0 0.4
0.2 -0.4 0.4
0.0 0.0 0.0


[2]
The following is a quantum chemistry calculation of a structure of composition C31H28N6OSSeTi, from the OMol25 dataset.

## Properties
energy = -142886.020 eV
gap between HOMO and LUMO (alpha / beta) = 3.16 / 3.30 eV
net charge = -2
F_max = 2.26 eV Å⁻¹
highest occupied orbital energy (alpha / beta) = 1.249 / 1.102 eV

Each line ends with the natural charge from an NBO analysis.
Cartesian coordinates (Å):
C 3.20780 -1.06110 -2.33119  -0.172
C -0.88508 2.16025 2.67707  0.016
C -0.49064 -2.01725 5.49553  0.016
H -2.32129 -0.81439 2.39157  0.284
C -1.82716 -1.13601 3.30589  -0.248
C -0.99858 -2.25739 3.27842  0.233
H -3.11134 1.19397 -2.48039  0.217
C 2.46776 0.79707 -3.61578  -0.277
H 2.75462 -2.41881 -0.15462  0.173
H 1.35027 -3.41875 1.49700  0.170
H 2.30057 -0.92153 0.69063  0.197
C 1.35507 1.30181 2.80628  0.043
C -2.81207 3.29326 -2.67972  -0.197
C -0.91071 4.20582 -1.51122  -0.170
C 2.06317 -1.56137 -0.16139  -0.225
C -0.22340 -1.57735 -4.80732  -0.263
S -2.40688 2.16997 1.99514  -0.197
C 1.69584 2.08185 3.87264  -0.328
Ti -0.78390 -0.18508 -0.61108  1.329
H -2.56879 0.45829 4.51502  0.229
C 1.51058 1.02534 -2.65821  -0.012
H 1.00719 -3.92721 -0.86166  0.172
Se -2.92500 -1.22068 -0.40121  -0.801
N -0.34352 -2.69849 4.35997  -0.464
H 1.06799 -1.78449 2.08350  0.213
N 0.68314 -2.02974 0.07152  -0.470
H -0.69404 -3.42111 -0.59409  0.242
H -3.69073 3.44027 -3.29882  0.201
C -1.95789 -0.43609 4.49115  -0.160
C -2.46682 2.03035 -2.22645  -0.163
H 4.11399 -0.50378 -4.22080  0.185
C 0.65445 -2.56489 1.44493  -0.192
C 0.52367 -2.73700 -4.65846  -0.332
H 0.82626 1.85823 -2.75962  0.200
H 2.51909 1.46592 -4.46682  0.193
C -0.59071 2.93016 -1.08225  -0.222
C -2.03096 4.39770 -2.32554  -0.249
C -0.71303 -0.94804 -3.68489  -0.004
N 1.32808 0.25209 -1.55794  -0.627
C 0.71578 2.95385 4.37484  -0.188
C 0.18075 -2.54487 -2.29403  0.144
H -1.33228 -0.35779 6.56157  0.199
H 0.06036 -2.39741 6.35261  0.167
C -0.72543 -2.96645 1.98060  -0.488
H 0.93025 3.59785 5.21991  0.198
C 0.69818 -3.23552 -3.37904  -0.236
H -1.29244 3.64197 4.14496  0.223
H 0.93556 -3.25153 -5.51729  0.184
H -1.29812 -0.03882 -3.75628  0.202
C -1.27219 -0.88171 5.61554  -0.293
H -0.41445 -1.14989 -5.78310  0.195
H 1.26360 -4.14353 -3.20421  0.189
H -0.31016 5.06049 -1.21948  0.201
H 3.84737 -1.91859 -2.14691  0.182
H -0.76388 -4.04399 2.15228  0.208
C 2.21930 -0.77351 -1.41441  0.086
C -2.37450 5.70772 -2.78965  0.343
H -1.49689 -2.68639 1.25549  0.285
N -0.50067 -1.39474 -2.43749  -0.621
H 2.02662 0.60140 2.33465  0.221
H 0.28917 2.81396 -0.45317  0.211
C 3.35161 -0.28998 -3.48361  -0.369
N 0.13233 1.33281 2.22606  -0.006
H 2.68790 2.00962 4.29381  0.210
C -0.51383 2.98356 3.78702  -0.263
O -0.03754 0.48087 1.23309  -0.657
C 0.30014 -3.07901 -0.89362  -0.257
C -1.33927 1.78364 -1.41871  -0.388
N -2.64424 6.76419 -3.16819  -0.423

Cartesian forces (eV/Å) of the 6 atoms listed first:
-0.2 0.0 0.0
0.0 0.1 0.0
0.0 0.0 0.0
0.0 0.0 0.1
0.0 0.0 0.0
0.1 0.0 0.0


[3]
The following is a quantum chemistry calculation of a structure of composition C6H10O, from the OMol25 dataset.

## Properties
energy = -8427.350 eV
gap between HOMO and LUMO = 9.89 eV
energy above the lowest of the compared OMol25 structures with the same formula, charge and spin = 3.890 eV
F_max = 3.38 eV Å⁻¹
highest occupied orbital energy = -9.056 eV

Each line ends with the natural charge from an NBO analysis.
Cartesian coordinates (Å):
H 2.43652 0.58658 0.08217  0.234
H -2.99860 1.18101 -0.24210  0.200
H 0.27215 0.96021 1.56448  0.228
C -2.08654 1.09204 0.34165  -0.391
O 1.13489 -1.40751 1.50842  -0.561
C 0.97624 -1.06574 0.35924  0.529
H 0.86498 2.27320 0.55163  0.222
C 1.40450 0.29068 -0.15756  -0.491
C -0.89750 1.33754 -0.19638  -0.171
C -0.04983 -2.02500 -0.71465  -0.682
H -0.73980 -2.74310 -0.20600  0.225
H 1.28883 0.29125 -1.24030  0.218
H 1.29423 -2.19114 -0.50043  0.238
C 0.41723 1.27285 0.52267  -0.431
H -2.19277 0.79361 1.38257  0.195
H -0.28953 -2.26560 -1.80671  0.245
H -0.83500 1.61911 -1.24873  0.192

Cartesian forces (eV/Å) of the 6 atoms listed first:
-0.3 -0.5 0.2
0.1 0.0 0.1
0.0 0.1 -0.2
0.1 0.0 0.0
-0.3 -0.2 -1.1
-2.4 0.2 -0.2


[4]
The following is a quantum chemistry calculation of a structure of composition C33H29Br2CsN11O3S2, from the OMol25 dataset.

## Properties
energy = -219531.144 eV
gap between HOMO and LUMO = 6.01 eV
energy above the lowest of the compared OMol25 structures with the same formula, charge and spin = 0.816 eV
net charge = -1
F_max = 0.16 eV Å⁻¹
highest occupied orbital energy = -4.605 eV

Each line ends with the Löwdin charge.
Cartesian coordinates (Å):
N 1.93456 -3.42823 5.49794  0.124
C -3.20223 -2.11743 0.71459  -0.143
H -3.85906 0.39536 4.53784  0.081
C -3.02237 4.04823 -5.76985  -0.506
H -2.64138 0.14514 -1.55455  0.075
H 4.87921 -1.06912 -1.90854  0.077
C -3.02728 -3.25119 1.49420  -0.045
N -3.03718 -0.87982 1.17963  0.090
N 1.62070 -2.25081 2.24469  -0.151
C -1.65251 3.88289 -5.63326  -0.062
N -1.28732 4.68022 -7.87553  0.047
H -2.11182 3.07378 3.23789  0.125
C -0.84200 4.21287 -6.71070  -0.133
H -4.56978 4.66829 -7.14184  0.096
H 4.69754 -3.42886 -3.00417  0.111
H -1.18081 3.52362 -4.73113  0.072
H -4.04784 1.91775 3.67881  0.090
H 3.40594 -0.41283 -1.15789  0.060
Br -3.14889 -2.78924 -3.90242  0.708
C -0.46438 -2.30440 -3.12781  -0.480
H -2.27633 4.88052 -2.66976  0.114
C 1.43525 2.24572 -3.77022  -0.568
H 0.97918 0.16133 -3.43346  0.047
C -3.31104 1.20024 4.05458  -0.019
Cs 0.07506 -0.50624 0.13726  0.942
C -2.47352 0.66155 2.92745  -0.271
N -1.58578 1.32007 2.29551  0.076
C 2.83474 -3.99955 -3.86787  -0.037
C -2.67337 -3.09216 2.82347  -0.052
H 3.24840 -4.82073 -4.43787  0.071
H -1.50936 5.09372 2.44494  0.094
C 3.63585 -3.22990 -3.07952  -0.021
N 2.73139 1.97269 -3.45034  0.168
H -2.96666 5.20621 -8.93854  0.099
S -4.22093 3.71360 -4.50688  1.006
C -2.39199 3.82964 -2.44109  -0.086
N -1.44305 2.63596 2.61997  -0.026
H -2.19925 -1.64932 4.34549  0.125
N 1.79088 -1.88547 -2.40860  0.117
H 0.23034 4.09246 -6.60786  0.106
C -1.27962 -3.14080 -3.91675  -0.606
H 0.13196 5.31008 2.03586  0.079
C 0.55618 1.03521 -3.92354  0.017
H -0.42066 1.23102 -3.48720  0.067
H 4.16159 -1.87157 -0.51593  0.070
C 3.92984 -1.32784 -1.43515  -0.033
C 3.85564 -2.89335 2.58450  -0.223
Br 1.12819 -5.96011 -5.76772  0.707
C 2.20340 -3.12356 4.41968  -0.219
H -3.45590 -2.20283 -0.33738  0.103
C -3.35077 1.68234 -2.87118  -0.058
N -1.76882 1.95420 -1.09279  0.050
N 4.92702 -3.00281 2.17258  0.117
S 0.94161 2.81688 1.39536  0.596
C -2.69597 -0.73920 2.46207  -0.285
C 1.44593 -3.74091 -3.93598  -0.201
H 0.40186 0.82579 -4.98395  0.103
C 0.52898 -4.49950 -4.70112  -0.648
H -2.48879 -3.95010 3.45587  0.115
C 0.96452 -2.65022 -3.17253  -0.136
C 2.52839 -2.74491 3.08253  -0.341
H -3.14495 -4.23220 1.05488  0.108
O 1.04642 3.39262 -3.93069  0.014
H -3.98023 1.01632 -3.44476  0.108
C -0.80508 -4.20141 -4.68494  -0.202
H 2.99561 1.04934 -3.15378  0.080
H 3.33414 2.74639 -3.22850  0.105
C 3.07070 -2.16233 -2.34554  -0.334
C -2.51952 -1.81154 3.32477  -0.026
C -0.40902 3.38620 2.15178  -0.919
O 0.44782 -2.11903 2.67959  -0.265
H -0.95428 3.82383 -0.84033  0.088
H -2.69649 1.69910 4.80811  0.086
H -1.50099 -4.79065 -5.26657  0.087
C -1.66498 3.24154 -1.41850  -0.139
C -2.60591 4.82810 -7.98747  -0.168
O -0.89814 -1.35139 -2.43117  -0.281
N -0.57402 4.71727 2.43894  0.066
C -2.59690 1.19769 -1.80820  -0.153
C -3.50772 4.53088 -6.98167  -0.116
C -3.24486 3.02721 -3.18928  -0.534

Cartesian forces (eV/Å) of the 6 atoms listed first:
0.0 0.0 0.0
0.0 0.0 0.0
0.0 0.0 0.0
0.0 0.0 0.2
0.0 0.0 0.0
0.0 0.0 0.0